{"formula": "C2H3Cl2N", "method": "ωB97M-V/def2-TZVPD", "elements": ["C", "C", "N", "Cl", "Cl", "H", "H", "H"], "positions_angstrom": [[0.66527, -0.08469, 0.41450], [-0.51235, -0.45454, -0.43231], [0.06512, 0.91692, -0.39460], [2.23114, -0.60914, 0.03943], [-2.11932, -0.76146, 0.09119], [0.35851, 0.06716, 1.64277], [-0.33202, -0.74601, -1.45684], [-0.35634, 1.67175, 0.09587]], "forces_ev_per_angstrom": [[-3.056, 0.659, 3.895], [1.024, 2.144, -0.873], [0.596, -0.636, -0.833], [1.218, -0.401, -0.006], [-0.312, -0.198, 0.552], [1.324, -0.905, -3.546], [-0.047, -0.924, 0.231], [-0.746, 0.260, 0.581]], "lowdin_charge": [-0.861, -0.763, -0.038, 0.667, 0.638, 0.183, 0.091, 0.085], "e_tot_ha": -1053.08044, "e_above_lowest_kj_mol": 111.7, "fmax_ev_per_a": 4.994, "total_charge": 0, "gap_ev": 10.92, "homo_ev": -10.0, "smiles": "Cl[C@H]1N[C@@H]1Cl"}